Record 1
{"formula": "C5H9FIN", "method": "ωB97M-V/def2-TZVPD", "symbols": ["C", "C", "C", "C", "C", "N", "F", "I", "H", "H", "H", "H", "H", "H", "H", "H", "H"], "xyz": [[0.105, 3.003, 0.181], [-1.249, 3.082, -0.264], [0.601, -2.402, 0.757], [0.461, -1.716, -0.594], [0.685, -0.227, -0.499], [1.197, 2.955, 0.524], [0.699, 0.265, -1.792], [2.916, 0.186, 0.195], [-1.676, 2.080, -0.275], [-1.823, 3.721, 0.406], [-1.272, 3.492, -1.273], [0.120, -3.378, 0.747], [1.651, -2.537, 1.007], [0.139, -1.792, 1.532], [1.084, -2.208, -1.351], [-0.577, -1.795, -0.944], [2.314, 1.659, 0.473]], "lowdin_charge": [-0.248, -0.052, -0.157, -0.378, -0.493, 0.112, -0.155, 0.983, 0.087, 0.090, 0.095, 0.068, 0.039, 0.071, 0.103, 0.112, -0.277], "orbital_gap_ev": 8.1, "total_charge": 0, "homo_ev": -7.428, "e_lumo_ev": 0.631, "relative_energy_kcal_mol": 69.42, "mol_weight_g_mol": 229.04}

***

Record 2
{"formula": "C4H7NO2", "method": "ωB97M-V/def2-TZVPD", "symbols": ["C", "C", "N", "O", "C", "C", "O", "H", "H", "H", "H", "H", "H", "H"], "xyz": [[-1.324, -0.748, -0.964], [-0.395, -0.247, -0.136], [-0.697, 0.447, 1.064], [-2.015, 0.939, 0.931], [1.069, -0.452, -0.298], [1.987, 0.680, -0.148], [1.934, -0.358, 0.820], [-2.375, -0.502, -0.857], [-1.013, -1.471, -1.700], [-0.766, -0.773, 1.078], [-2.183, 1.385, 1.773], [1.302, -1.254, -0.992], [2.886, 0.717, -0.761], [1.591, 1.637, 0.190]], "lowdin_charge": [0.055, -0.420, -0.007, -0.074, -0.257, -0.097, -0.022, 0.062, 0.059, 0.222, 0.101, 0.147, 0.113, 0.118], "orbital_gap_ev": 9.4, "total_charge": 0, "homo_ev": -8.516, "e_lumo_ev": 0.865, "relative_energy_kcal_mol": 146.39, "mol_weight_g_mol": 101.10}

***

Record 3
{"formula": "C3H5N3O", "method": "ωB97M-V/def2-TZVPD", "symbols": ["N", "C", "N", "C", "O", "C", "N", "H", "H", "H", "H", "H"], "xyz": [[-0.328, 1.538, -1.659], [-0.102, 0.723, -0.544], [-0.971, 0.409, 0.379], [-0.337, -0.572, 1.122], [-1.002, -1.409, 1.966], [0.910, -0.827, 0.658], [1.101, 0.082, -0.388], [-1.289, 1.860, -1.657], [-0.184, 1.013, -2.518], [-1.085, -1.096, 2.869], [1.695, -1.493, 0.986], [1.592, -0.228, -1.212]], "lowdin_charge": [0.109, -0.465, 0.164, -0.415, 0.042, -0.050, 0.082, 0.089, 0.087, 0.102, 0.112, 0.143], "orbital_gap_ev": 8.9, "smiles": "Nc1nc(O)c[nH]1", "total_charge": 0, "homo_ev": -8.105, "e_lumo_ev": 0.835, "relative_energy_kcal_mol": 22.87, "mol_weight_g_mol": 99.09}

***

Record 4
{"formula": "C2H3N2PS", "method": "ωB97M-V/def2-TZVPD", "symbols": ["C", "C", "N", "N", "P", "S", "H", "H", "H"], "xyz": [[1.630, 0.856, -0.071], [-0.345, -0.085, -0.091], [0.321, 0.983, -0.059], [0.870, -1.460, -0.176], [-2.073, -0.542, -0.327], [2.252, -0.747, -0.185], [2.313, 1.657, 0.058], [-2.698, 0.680, -0.054], [-2.269, -1.341, 0.904]], "lowdin_charge": [-0.481, -0.585, -0.061, -0.416, 0.794, 0.901, 0.042, -0.120, -0.075], "orbital_gap_ev": [8.2, 8.2], "smiles": "Pc1ncsn1", "total_charge": 0, "homo_ev": [-8.413, -8.412], "e_lumo_ev": [-0.214, -0.213], "relative_energy_kcal_mol": 55.11, "mol_weight_g_mol": 118.10}

***

| no. | E (Eh) |
| --- | --- |
| 1 | -648.0848 |
| 2 | -361.6476 |
| 3 | -356.8209 |
| 4 | -926.9431 |